{
  "formula": "C24H25N5O5",
  "method": "wB97M-V/def2-TZVPD",
  "smiles": "COc1ccccc1NC(=O)C1=C(C)Nc2nc(CCCO)nn2[C@@H]1c1ccc2c(c1)OCO2",
  "orbital_gap_ha": 0.319,
  "homo_ev": -8.02,
  "fmax_ev_per_a": 1.291,
  "mol_weight_g_mol": 463.5,
  "elements": ["C", "H", "O", "C", "C", "C", "C", "C", "C", "N", "C", "O", "C", "C", "N", "C", "N", "C", "N", "N", "C", "C", "C", "C", "C", "C", "C", "H", "O", "C", "O", "H", "H", "H", "H", "H", "C", "H", "H", "C", "H", "H", "C", "O", "H", "H", "H", "H", "C", "H", "H", "H", "H", "H", "H", "H", "H", "H", "H"],
  "positions_angstrom": [[-3.2731, -2.7831, 1.0955], [-2.2895, -3.2460, 1.1524], [-3.0438, -1.4384, 0.7507], [-4.1266, -0.5943, 0.6680], [-5.4424, -0.9739, 0.8634], [-6.4610, -0.0360, 0.7643], [-6.1680, 1.2803, 0.4718], [-4.8549, 1.6745, 0.2706], [-3.8260, 0.7500, 0.3629], [-2.4762, 1.0539, 0.1848], [-1.9079, 2.2384, -0.1847], [-2.5584, 3.2428, -0.4216], [-0.4276, 2.1926, -0.2562], [0.2781, 3.1180, -0.9518], [1.6581, 3.0789, -0.9911], [2.3389, 2.2679, -0.1363], [3.6260, 2.2221, 0.1284], [3.7061, 1.2410, 1.0702], [2.5466, 0.7091, 1.3790], [1.6667, 1.3769, 0.6093], [0.2660, 1.0591, 0.4835], [0.1630, -0.2840, -0.2274], [0.1860, -0.3482, -1.6121], [0.1655, -1.5643, -2.2894], [0.1306, -2.7040, -1.5245], [0.1165, -2.6445, -0.1295], [0.1352, -1.4504, 0.5439], [0.1399, -1.4122, 1.6199], [0.0608, -3.9163, 0.3768], [0.1051, -4.7787, -0.7395], [0.0980, -4.0117, -1.9242], [-0.7723, -5.4437, -0.7259], [1.0233, -5.3876, -0.6995], [0.1783, -1.6130, -3.3649], [0.2136, 0.5673, -2.1833], [-0.1381, 0.9587, 1.5011], [4.9932, 0.8102, 1.6717], [5.4040, 1.6347, 2.2590], [4.7932, -0.0355, 2.3300], [5.9930, 0.4153, 0.5815], [6.0456, 1.2158, -0.1568], [6.9845, 0.2854, 1.0250], [5.5808, -0.8806, -0.1177], [5.6080, -2.0014, 0.7335], [6.4811, -2.0561, 1.1389], [4.5485, -0.8052, -0.4668], [6.2326, -1.0506, -0.9888], [2.1702, 3.8089, -1.4598], [-0.2954, 4.2373, -1.7556], [-1.3578, 4.0949, -1.9175], [-0.1656, 5.1762, -1.2180], [0.2236, 4.3119, -2.7104], [-1.8855, 0.2367, 0.2631], [-4.6162, 2.6985, 0.0397], [-6.9593, 2.0101, 0.3972], [-7.4825, -0.3486, 0.9195], [-5.6912, -1.9978, 1.0933], [-3.7674, -2.8680, 2.0683], [-3.8741, -3.2934, 0.3359]],
  "forces_ev_per_a": [[0.00, -0.25, 0.07], [-0.07, -0.03, 0.00], [-0.24, 0.61, -0.10], [0.05, 0.05, -0.01], [0.18, -0.17, 0.02], [-0.09, 0.12, -0.02], [-0.12, -0.17, 0.05], [0.08, 0.11, -0.03], [-0.24, -0.09, 0.05], [0.21, -0.35, 0.12], [0.03, 0.03, -0.04], [-0.19, 0.10, 0.04], [0.48, 0.12, 0.14], [-0.31, -0.15, 0.02], [-0.01, 0.20, -0.22], [0.20, -0.53, 0.64], [0.02, 0.41, -0.46], [-0.46, 0.10, -0.05], [0.03, -0.73, 0.59], [0.47, 1.08, -0.40], [-0.09, -0.34, -0.08], [0.02, -0.11, -0.05], [-0.05, 0.07, 0.19], [0.03, -0.36, 0.00], [0.02, 0.18, 0.58], [0.02, 0.13, -0.59], [0.00, -0.27, -0.14], [0.00, 0.02, 0.20], [-0.04, 0.41, 0.28], [0.08, -1.29, 0.04], [-0.06, 0.41, -0.28], [0.16, 0.22, -0.01], [-0.17, 0.22, -0.01], [0.00, -0.01, -0.16], [-0.02, 0.11, -0.05], [0.04, 0.03, -0.18], [0.13, 0.00, -0.03], [-0.03, -0.05, 0.06], [0.05, 0.07, 0.06], [-0.27, -0.32, 0.04], [0.11, 0.03, -0.02], [0.05, 0.03, -0.06], [0.26, 0.45, -0.35], [0.08, -0.34, 0.43], [-0.08, -0.03, -0.06], [0.05, 0.02, -0.07], [-0.16, 0.06, 0.06], [-0.05, -0.06, 0.06], [-0.20, -0.01, -0.07], [0.10, 0.07, -0.05], [0.00, 0.08, 0.03], [0.10, 0.01, -0.06], [-0.01, 0.12, -0.09], [0.02, 0.00, -0.01], [-0.06, 0.07, -0.01], [-0.09, -0.03, 0.01], [0.04, -0.10, 0.02], [0.00, 0.02, -0.05], [0.01, 0.03, 0.03]]
}